# 1
Formula: C60H46FGeN2P3Sc
Source: the Open Molecules 2025 dataset
Level of theory: wB97M-V/def2-TZVPD

Geometry (Å):
Sc 0.3422 0.3903 -0.0897
F -3.4030 -0.0589 2.4282
Ge -1.9198 -0.3508 1.5397
C -0.7771 -0.7941 3.1179
C -1.4275 -1.7063 3.9436
C -0.8064 -2.1867 5.0854
C 0.4695 -1.7532 5.4172
C 1.1270 -0.8454 4.6027
C 0.5116 -0.3672 3.4474
P 1.3780 0.7814 2.3431
C 1.1320 2.4218 3.0753
C 2.0541 3.4348 2.7970
C 1.8588 4.7019 3.3210
C 0.7481 4.9653 4.1147
C -0.1688 3.9598 4.3896
C 0.0150 2.6882 3.8658
C 3.1440 0.4173 2.4804
C 3.9419 0.9011 3.5158
C 5.2702 0.5113 3.5894
C 5.8055 -0.3518 2.6411
C 5.0184 -0.8240 1.5993
C 3.6929 -0.4345 1.5179
C -2.3565 -2.1000 0.7171
C -3.5689 -2.6570 1.1172
C -3.9322 -3.9278 0.6976
C -3.0729 -4.6647 -0.1035
C -1.8476 -4.1336 -0.4762
C -1.4865 -2.8439 -0.0866
P 0.1840 -2.2354 -0.5157
C 0.4876 -2.5465 -2.2780
C -0.4468 -3.0628 -3.1697
C -0.0467 -3.3948 -4.4574
C 1.2609 -3.1798 -4.8661
C 2.1820 -2.6091 -3.9953
C 1.7985 -2.3016 -2.7017
C 1.2423 -3.4532 0.3262
C 1.5994 -3.2134 1.6523
C 2.2649 -4.1868 2.3795
C 2.5755 -5.4012 1.7839
C 2.2398 -5.6328 0.4564
C 1.5776 -4.6634 -0.2796
C -2.0616 1.4501 0.5488
C -2.5605 2.4811 1.3470
C -2.9530 3.6773 0.7682
C -2.8155 3.8758 -0.6035
C -2.3456 2.8531 -1.4083
C -1.9851 1.6229 -0.8492
P -1.7599 0.1183 -1.9135
C -3.4617 -0.0221 -2.5590
C -4.3612 -0.8709 -1.9197
C -5.6746 -0.9464 -2.3569
C -6.0889 -0.1797 -3.4355
C -5.1916 0.6727 -4.0666
C -3.8760 0.7534 -3.6425
C -0.7803 0.6743 -3.3407
C -0.8377 -0.0816 -4.5130
C 0.0174 0.2032 -5.5642
C 0.9410 1.2367 -5.4559
C 0.9986 1.9974 -4.2986
C 0.1442 1.7156 -3.2408
H -2.4313 -2.0353 3.7022
H -1.3201 -2.9015 5.7143
H 0.9563 -2.1254 6.3089
H 2.1247 -0.5195 4.8629
H 2.9335 3.2203 2.1998
H 2.5781 5.4859 3.1211
H 0.6102 5.9524 4.5359
H -1.0169 4.1551 5.0328
H -0.6908 1.8993 4.0978
H 3.5376 1.5803 4.2565
H 5.8925 0.8845 4.3916
H 6.8420 -0.6532 2.7100
H 5.4372 -1.4926 0.8589
H 3.0604 -0.8072 0.7122
H -4.2365 -2.0861 1.7512
H -4.8824 -4.3430 1.0068
H -3.3470 -5.6599 -0.4270
H -1.1656 -4.7401 -1.0561
H -1.4741 -3.2190 -2.8664
H -0.7609 -3.8333 -5.1429
H 1.5696 -3.4647 -5.8633
H 3.1990 -2.4311 -4.3185
H 2.5257 -1.9067 -1.9966
H 1.3493 -2.2670 2.1149
H 2.5381 -3.9974 3.4095
H 3.0870 -6.1663 2.3522
H 2.4959 -6.5751 -0.0095
H 1.3415 -4.8457 -1.3208
H -2.7026 2.3284 2.4095
H -3.3749 4.4562 1.3904
H -3.1062 4.8196 -1.0470
H -2.3054 2.9861 -2.4824
H -4.0368 -1.4776 -1.0894
H -6.3696 -1.6055 -1.8537
H -7.1067 -0.2548 -3.7939
H -5.5197 1.2830 -4.8977
H -3.1832 1.4011 -4.1642
H -1.5735 -0.8693 -4.6098
H -0.0411 -0.3781 -6.4749
H 1.5992 1.4683 -6.2828
H 1.6909 2.8274 -4.2330
H 0.1411 2.3599 -2.3708
N 2.7061 7.5895 -1.6227
C 2.3984 6.5254 -1.3199
C 2.0013 5.1997 -0.9574
C 0.8682 4.9809 -0.1779
C 0.5106 3.6847 0.1267
N 1.1784 2.6122 -0.3233
C 2.2942 2.8378 -1.0457
C 2.7440 4.0948 -1.3772
H 0.2772 5.8057 0.1946
H -0.3408 3.5035 0.7655
H 2.8409 1.9638 -1.3855
H 3.6479 4.2262 -1.9554

Results
total charge = +3
frontier orbital gap = 0.230 Eh
E = -6384.28922 Eh
multiplicity = 1
strongest force on any atom = 2.18 eV Å⁻¹

Here are the Mulliken charges for atoms 1 to 2, given in e:
1. Sc -1.128
2. F -0.465


# 2
Formula: C22H22Cl2N6O2S2TeV
Source: the Open Molecules 2025 dataset
Level of theory: wB97M-V/def2-TZVPD

Geometry (Å):
V 0.0155 0.1532 0.0515
C 0.0292 -2.6373 4.8473
S -1.2021 -1.4907 4.2107
C -0.3430 -0.7198 2.9333
S -1.2097 0.5627 2.1213
N 0.8835 -1.0693 2.6624
N 1.3330 -0.3454 1.5767
C 2.5847 -0.1582 1.4164
C 2.9705 0.5416 0.1871
C 4.2854 0.7899 -0.1573
C 4.5432 1.3929 -1.3826
C 3.4853 1.7095 -2.2159
C 2.1946 1.4316 -1.7925
N 1.9400 0.8817 -0.6079
H -0.4725 -3.1974 5.6339
H 0.8811 -2.1049 5.2616
H 0.3599 -3.3150 4.0650
H 3.3132 -0.5343 2.1268
H 5.0867 0.5081 0.5112
H 5.5618 1.6009 -1.6808
H 3.6401 2.1625 -3.1844
H 1.3342 1.6544 -2.4105
N -6.3904 0.1348 0.5743
C -5.4153 0.2109 -0.3625
C -4.2570 0.9946 -0.1444
N -3.3005 1.0624 -1.0396
C -3.4558 0.3678 -2.1775
C -4.5908 -0.3842 -2.3862
N -5.5732 -0.4718 -1.4896
H -6.3274 0.6366 1.4392
H -7.2091 -0.4135 0.3824
H -4.1314 1.5475 0.7814
H -2.6618 0.4173 -2.9113
H -4.7256 -0.9409 -3.3061
Cl 1.7374 -2.6996 -1.2268
C -0.0172 -2.9729 -1.4886
Cl -0.6325 -4.2453 -0.4697
C -0.6621 -1.6197 -1.2164
O -1.3648 -1.4222 -0.1938
O -0.2481 -0.6080 -1.8701
H -0.1374 -3.2617 -2.5287
C 0.6091 4.1287 -0.2417
Te -0.9929 2.7196 -0.2360
C -1.2328 3.2894 -2.2683
C -0.6402 4.6764 -2.3406
C -0.9721 5.5437 -3.3766
C -0.4283 6.8165 -3.4231
C 0.4488 7.2332 -2.4301
C 0.7829 6.3755 -1.3955
C 0.2467 5.0932 -1.3458
H 1.5574 3.6287 -0.4402
H 0.6701 4.6048 0.7347
H -2.2959 3.2596 -2.4937
H -0.7258 2.5798 -2.9236
H -1.6669 5.2224 -4.1431
H -0.6973 7.4894 -4.2261
H 0.8636 8.2319 -2.4588
H 1.4599 6.7059 -0.6171

Results
total charge = +1
frontier orbital gap (spin up / spin down) = 0.253 / 0.241 Eh
E = -4259.20767 Eh
multiplicity = 3
strongest force on any atom = 1.03 eV Å⁻¹

Here are the Mulliken charges for atoms 1 to 2, given in e:
1. V 0.339
2. C -0.819


# 3
Formula: C28H84N14O11
Source: the Open Molecules 2025 dataset
Level of theory: wB97M-V/def2-TZVPD

Geometry (Å):
C 14.2379 1.1380 -24.8567
O 14.0209 1.4728 -23.5045
C 13.6611 2.8488 -23.3416
C 14.6011 3.9411 -24.0391
C 16.0469 3.7702 -23.6850
N 14.1991 5.3652 -23.8520
H 14.3381 0.0599 -24.9820
H 15.0926 1.6644 -25.2818
H 13.3425 1.4600 -25.3884
H 12.6872 3.0371 -23.7934
H 13.4937 3.1337 -22.3029
H 14.4722 3.7725 -25.1082
H 16.3484 4.5365 -22.9709
H 16.6753 4.0843 -24.5184
H 16.1307 2.7470 -23.3186
H 13.2578 5.6036 -24.1299
H 14.7000 5.9630 -24.4937
C 10.3568 15.7605 -22.5277
O 11.1332 14.6743 -22.1358
C 11.1730 14.3950 -20.7142
C 10.8970 12.8421 -20.3948
C 9.7142 12.6590 -19.4241
N 12.0920 12.1290 -19.9309
H 10.5678 16.0304 -23.5624
H 10.5520 16.6272 -21.8962
H 9.3318 15.5339 -22.2342
H 12.2080 14.6071 -20.4459
H 10.5965 15.0696 -20.0812
H 10.5930 12.3531 -21.3203
H 9.4623 11.6279 -19.1762
H 8.8587 13.2831 -19.6822
H 9.9476 12.8716 -18.3808
H 12.6558 11.8410 -20.7178
H 12.0276 11.3192 -19.3307
C 20.6459 7.4909 -9.8636
O 19.8419 7.5436 -8.6682
C 20.4599 7.6635 -7.3406
C 19.4746 7.9548 -6.1972
C 20.1928 8.0039 -4.8309
N 18.5334 6.8576 -6.0795
H 20.8579 8.4710 -10.2908
H 20.1761 6.9045 -10.6532
H 21.6739 7.1772 -9.6821
H 20.9526 6.7150 -7.1268
H 21.2505 8.4134 -7.3676
H 19.0277 8.9155 -6.4527
H 19.5266 8.1913 -3.9888
H 20.8448 8.8764 -4.8729
H 20.8188 7.1436 -4.5942
H 18.1304 6.8984 -5.1543
H 17.9464 6.9566 -6.8954
C 12.7439 4.8459 -14.1057
O 11.4396 5.1234 -14.5498
C 11.0907 4.4865 -15.8110
C 9.5587 4.5280 -16.2334
C 8.5195 4.0120 -15.2254
N 9.4602 3.6044 -17.3892
H 13.0198 5.4578 -13.2469
H 13.5624 5.0963 -14.7806
H 12.7934 3.7853 -13.8593
H 11.7349 4.9637 -16.5495
H 11.4876 3.4757 -15.7169
H 9.2356 5.5027 -16.5990
H 8.8129 4.4091 -14.2537
H 8.4153 2.9333 -15.1087
H 7.5090 4.3882 -15.3851
H 8.5306 3.6164 -17.7841
H 9.6871 2.7085 -16.9819
C 21.9489 1.8679 -19.6792
O 21.1036 2.2995 -18.6664
C 20.5280 1.2644 -17.8780
C 21.3660 0.1258 -17.1304
C 20.5432 -1.0307 -16.5988
N 21.9297 0.8062 -15.9822
H 22.6414 2.6569 -19.9724
H 21.4191 1.6114 -20.5966
H 22.5153 0.9683 -19.4387
H 19.9079 1.8355 -17.1871
H 19.8698 0.6797 -18.5206
H 22.2346 -0.1290 -17.7377
H 19.8504 -0.7362 -15.8106
H 21.2206 -1.7710 -16.1732
H 20.0179 -1.4221 -17.4699
H 22.4187 1.6349 -16.2892
H 22.6066 0.1395 -15.6396
C 32.0080 12.7252 -18.4646
O 31.4123 12.0102 -17.3691
C 31.0158 12.7915 -16.3431
C 29.6605 13.5390 -16.5779
C 29.4834 14.4321 -15.3284
N 28.5596 12.5965 -16.7327
H 32.9924 13.0490 -18.1266
H 31.2416 13.4247 -18.7986
H 32.2800 12.0090 -19.2399
H 30.9600 12.0477 -15.5482
H 31.8377 13.4656 -16.1018
H 29.8408 14.2697 -17.3663
H 29.3747 13.7698 -14.4695
H 28.7292 15.2141 -15.4177
H 30.3928 14.9819 -15.0860
H 27.7556 13.0739 -17.1146
H 28.8286 11.8025 -17.2960
N 30.3174 5.9874 -18.2211
C 29.1049 5.5337 -18.3202
N 29.0178 4.3083 -18.6961
O 28.0833 6.1587 -17.9376
H 30.5607 6.9614 -18.1109
H 31.0736 5.3426 -18.4013
H 28.0918 3.9134 -18.7786
H 29.9385 3.8956 -18.6507
N 21.3814 10.2030 -17.7994
C 20.3699 10.9115 -18.0487
N 19.3357 10.1299 -18.3960
O 20.1588 12.0128 -17.6085
H 21.4242 9.3014 -18.2526
H 22.1934 10.6846 -17.4407
H 18.4131 10.5405 -18.4122
H 19.4112 9.2544 -17.8982
N 14.7453 12.6515 -26.5736
C 15.8715 12.2902 -25.9952
N 15.9573 12.4792 -24.6953
O 16.7122 11.7781 -26.6412
H 13.9564 12.8893 -25.9894
H 14.6358 12.3128 -27.5188
H 16.7451 11.9942 -24.2901
H 15.2097 12.9118 -24.1717
N 20.7245 15.3333 -12.8464
C 20.4762 16.6192 -13.1241
N 19.2862 16.6142 -13.5785
O 21.2301 17.5520 -12.8334
H 21.6837 15.1068 -12.6259
H 20.1678 14.6151 -13.2873
H 18.9612 15.7049 -13.8746
H 19.0691 17.5110 -13.9891
O 26.6340 10.3497 -12.0942
H 26.9004 10.7831 -12.9050
H 27.4382 10.2897 -11.5786

Results
frontier orbital gap = 0.348 Eh
E = -2711.20618 Eh
multiplicity = 1
strongest force on any atom = 6.97 eV Å⁻¹
SMILES string = COC[C@H](C)N.COC[C@H](C)N.COC[C@H](C)N.COC[C@H](C)N.COC[C@H](C)N.COC[C@H](C)N.NC(N)=O.NC(N)=O.NC(N)=O.NC(N)=O.O

Here are the Mulliken charges for atoms 1 to 2, given in e:
1. C -0.661
2. O -0.355


# 4
Formula: CH2N2S4
Source: the Open Molecules 2025 dataset
Level of theory: wB97M-V/def2-TZVPD

Geometry (Å):
C 1.5442 0.2924 -1.0566
N 0.5099 -0.5925 -0.8674
N 1.4620 -0.8456 1.4842
S 1.6732 1.2015 -2.4608
S 2.6610 0.1264 0.2737
S 0.6358 -1.7815 0.4587
S 0.4398 0.2313 2.4304
H -0.3467 -0.4727 -1.4013
H 1.2911 0.2747 3.4587

Results
frontier orbital gap = 0.285 Eh
E = -1741.48515 Eh
multiplicity = 1
strongest force on any atom = 3.24 eV Å⁻¹

Here are the Mulliken charges for atoms 1 to 2, given in e:
1. C 0.326
2. N -0.314


# 5
Formula: C2H6ClN3
Source: the Open Molecules 2025 dataset
Level of theory: wB97M-V/def2-TZVPD

Geometry (Å):
C -0.0257 -0.7283 -0.2538
C -1.9951 0.6884 -0.3662
N -1.2422 -0.4913 -0.3660
N 0.9825 -1.4973 -0.2529
N 1.6417 1.1901 0.7735
Cl 3.0261 0.4085 0.1500
H -2.6390 0.5653 0.4250
H -2.5958 0.7708 -1.3042
H -1.4614 1.5740 -0.2225
H 0.9976 -2.5027 -0.2574
H 1.8809 -0.9865 -0.0562
H 1.4302 1.0090 1.7307

Results
frontier orbital gap (spin up / spin down) = 0.258 / 0.263 Eh
E = -704.08390 Eh
multiplicity = 1
strongest force on any atom = 5.75 eV Å⁻¹

Here are the Mulliken charges for atoms 1 to 2, given in e:
1. C 0.486
2. C -0.774


# 6
Formula: C26H47N5O4
Source: the Open Molecules 2025 dataset
Level of theory: wB97M-V/def2-TZVPD

Geometry (Å):
C -2.7052 3.5444 -1.3590
C -2.0805 3.7601 0.0385
C -1.4459 2.3941 0.2866
O -1.3803 1.7017 -0.9757
C -1.7381 2.6111 -2.0455
H -2.8554 4.4791 -1.9066
H -3.6677 3.0311 -1.3363
H -2.9451 3.9853 0.6613
H -1.3822 4.5927 0.0533
H -2.1104 1.7816 0.8950
H -0.4469 2.5465 0.6981
H -2.2233 2.0127 -2.8121
H -0.8045 3.0985 -2.3437
C 3.4228 2.4747 -2.1667
C 4.8327 2.2320 -1.6269
C 4.6429 1.6856 -0.2231
O 3.2703 1.7859 0.1158
C 2.5048 1.8741 -1.0935
H 3.1786 1.9379 -3.0840
H 3.1231 3.5113 -2.3063
H 5.3285 3.2052 -1.6344
H 5.5006 1.6069 -2.2213
H 5.2337 2.3201 0.4477
H 5.0621 0.6915 -0.0451
H 1.5974 2.4517 -0.9138
H 2.1836 0.8585 -1.3519
C -3.4807 -2.3970 3.1939
C -3.7599 -0.9411 3.5620
C -2.8534 -0.1737 2.6170
O -2.6656 -1.0154 1.4456
C -2.6221 -2.3596 1.9173
H -4.4232 -2.8833 2.9295
H -3.0468 -2.9938 3.9939
H -3.4814 -0.7459 4.5976
H -4.7896 -0.6440 3.3807
H -1.8250 0.0594 2.9202
H -3.2530 0.7538 2.2007
H -1.5850 -2.5888 2.1937
H -2.9781 -3.1778 1.2961
C 1.3948 -2.6129 -3.3405
C 1.2253 -1.1346 -3.6147
C 2.6895 -0.7830 -3.8548
O 3.1139 -1.8459 -4.7170
C 2.4563 -3.0544 -4.3402
H 0.5045 -3.2177 -3.5321
H 1.7080 -2.7781 -2.3094
H 0.8126 -0.6451 -2.7312
H 0.6235 -0.9583 -4.5044
H 3.2510 -0.8065 -2.9107
H 2.8985 0.1602 -4.3543
H 3.1814 -3.7388 -3.8899
H 1.9759 -3.5056 -5.2109
C 0.8118 -4.1302 0.0177
C -0.5353 -4.6569 -0.0559
N -1.6109 -5.0376 -0.1185
H 1.0278 -4.2396 1.0864
H 0.8918 -3.0834 -0.2630
H 1.5727 -4.6501 -0.5596
C -0.0321 0.9872 5.4809
C 0.8590 -0.1275 5.7998
N 1.5592 -1.0011 6.0487
H 0.2921 1.8573 6.0460
H -1.0122 0.5963 5.7703
H -0.1318 1.2865 4.4475
C -0.2754 -0.8463 0.1944
C 0.1256 -0.3606 1.5338
N 0.5230 0.0196 2.5422
H 0.1431 -0.1564 -0.5294
H -1.3465 -0.6318 0.1908
H -0.1620 -1.9156 0.0960
C -4.1009 -2.6889 -3.2436
C -2.8683 -2.5456 -2.4812
N -1.9153 -2.3912 -1.8696
H -4.4899 -1.7192 -3.5463
H -4.8697 -3.2397 -2.7065
H -3.8852 -3.2592 -4.1492
C 2.1373 3.1521 3.0740
C 0.9329 3.6327 3.7540
N -0.0064 4.0326 4.2724
H 1.9652 3.4242 2.0283
H 2.1185 2.0601 3.0526
H 3.1154 3.4858 3.3987

Results
frontier orbital gap = 0.366 Eh
E = -1593.45886 Eh
multiplicity = 1
strongest force on any atom = 1.97 eV Å⁻¹
SMILES string = C1CCOC1.C1CCOC1.C1CCOC1.C1CCOC1.CC#N.CC#N.CC#N.CC#N.CC#N

Here are the Mulliken charges for atoms 1 to 2, given in e:
1. C -0.692
2. C -0.569


Please write out number 5 again, unchanged.
Formula: C2H6ClN3
Source: the Open Molecules 2025 dataset
Level of theory: wB97M-V/def2-TZVPD

Geometry (Å):
C -0.0257 -0.7283 -0.2538
C -1.9951 0.6884 -0.3662
N -1.2422 -0.4913 -0.3660
N 0.9825 -1.4973 -0.2529
N 1.6417 1.1901 0.7735
Cl 3.0261 0.4085 0.1500
H -2.6390 0.5653 0.4250
H -2.5958 0.7708 -1.3042
H -1.4614 1.5740 -0.2225
H 0.9976 -2.5027 -0.2574
H 1.8809 -0.9865 -0.0562
H 1.4302 1.0090 1.7307

Results
frontier orbital gap (spin up / spin down) = 0.258 / 0.263 Eh
E = -704.08390 Eh
multiplicity = 1
strongest force on any atom = 5.75 eV Å⁻¹

Here are the Mulliken charges for atoms 1 to 2, given in e:
1. C 0.486
2. C -0.774